# CH5NS

A cluster of 2 separate species, CH5NS in total (the ωB97M-V functional and the def2-TZVPD basis, the OMol25 dataset).

```
8
Properties=species:S:1:pos:R:3:mulliken_charge:R:1
C -1.15 0.03 0.00 -0.665
N 1.86 -0.06 0.00 -0.597
S -0.10 -1.44 0.00 -0.042
H -1.19 0.45 -1.00 0.246
H -0.72 0.74 0.70 0.258
H -2.14 -0.27 0.34 0.298
H 2.26 -0.46 0.84 0.252
H 2.30 -0.52 -0.79 0.250
```

Values from the calculation:
* LUMO energy (alpha / beta): -1.06 / -1.08 eV
* gap between HOMO and LUMO (alpha / beta): 8.0 / 8.0 eV
* energy above the lowest of the compared OMol25 structures with the same formula, charge and spin: 38.2 kcal per mole
* E: -493.9490 Eh
* HOMO (alpha / beta): -9.10 / -9.09 eV